6 unconnected molecules or ions with the total composition C29H56N7O in a non-equilibrium geometry. Source: the OMol25 dataset; level of theory: wB97M-V/def2-TZVPD.

Results
- E_HOMO: -12.241 eV
- Total charge: +1

The geometry in XYZ format:
```
93
Properties=species:S:1:pos:R:3:mulliken_charge:R:1
C -5.522 1.523 3.267 -1.84
C -4.653 1.440 2.006 1.50
C -5.568 1.089 0.814 -1.60
C -3.962 2.786 1.821 -1.16
C -2.773 2.809 0.812 -1.14
C -2.443 1.495 0.141 1.11
C -1.526 0.667 1.008 -1.41
N -1.064 -0.593 0.332 0.04
O 0.332 -0.735 0.357 -0.18
C -1.468 -0.692 -1.088 -0.88
C -1.373 0.607 -1.867 -0.96
N -1.640 1.795 -1.057 -0.45
H -6.365 2.177 3.087 0.40
H -4.980 1.910 4.121 0.44
H -5.947 0.556 3.496 0.44
H -3.969 0.625 2.198 0.00
H -5.205 0.151 0.414 0.32
H -6.607 1.005 1.084 0.42
H -5.382 1.824 0.039 0.42
H -3.613 3.095 2.796 0.39
H -4.704 3.501 1.496 0.33
H -1.891 3.171 1.325 0.37
H -2.994 3.554 0.064 0.33
H -3.327 0.955 -0.197 -0.15
H -0.640 1.271 1.146 0.52
H -1.920 0.458 1.993 0.51
H -1.453 -1.392 0.835 0.50
H 0.657 -0.540 1.253 0.34
H -0.955 -1.498 -1.578 0.45
H -2.512 -0.984 -1.081 0.57
H -2.111 0.517 -2.660 0.42
H -0.418 0.664 -2.368 0.52
H -2.135 2.470 -1.620 0.34
C 5.993 -0.851 -0.440 -1.04
C 4.693 -1.642 -0.387 -0.66
C 3.457 -0.735 -0.437 0.56
C 3.440 0.179 0.717 0.29
N 3.431 0.879 1.620 -0.57
H 6.096 -0.185 0.419 0.37
H 6.853 -1.519 -0.437 0.40
H 6.033 -0.251 -1.350 0.03
H 4.669 -2.248 0.521 0.32
H 4.656 -2.333 -1.230 0.37
H 2.548 -1.335 -0.417 -0.24
H 3.451 -0.143 -1.354 0.12
C -1.020 -5.849 -2.136 -1.14
C -1.276 -5.639 -0.648 -0.64
C -0.401 -4.536 -0.044 0.61
C 1.024 -4.855 -0.184 0.16
N 2.133 -5.104 -0.294 -0.44
H 0.005 -6.171 -2.324 0.36
H -1.681 -6.620 -2.531 0.35
H -1.199 -4.931 -2.701 0.26
H -1.099 -6.574 -0.116 0.32
H -2.326 -5.379 -0.496 0.33
H -0.629 -4.412 1.016 0.38
H -0.589 -3.584 -0.548 -0.56
C 6.726 3.782 -4.605 -1.15
C 6.923 3.618 -3.102 -0.59
C 6.617 2.199 -2.610 -0.33
C 5.221 1.840 -2.887 0.33
N 4.132 1.591 -3.120 -0.49
H 5.689 3.607 -4.894 0.35
H 6.984 4.795 -4.914 0.34
H 7.358 3.088 -5.162 0.29
H 6.287 4.331 -2.574 0.31
H 7.955 3.860 -2.844 0.34
H 6.785 2.123 -1.536 0.31
H 7.266 1.474 -3.104 0.36
C -7.318 -0.859 -4.595 -1.13
C -7.790 -0.585 -3.172 -0.53
C -7.038 0.574 -2.506 -0.29
C -5.604 0.284 -2.416 0.18
N -4.486 0.052 -2.340 -0.33
H -6.270 -1.160 -4.619 0.32
H -7.899 -1.666 -5.039 0.35
H -7.434 0.025 -5.225 0.30
H -7.672 -1.489 -2.571 0.31
H -8.854 -0.346 -3.184 0.34
H -7.415 0.746 -1.497 0.15
H -7.170 1.495 -3.075 0.37
C 4.182 0.874 4.906 -0.87
C 4.368 -0.277 5.889 -0.43
C 4.942 0.173 7.237 -0.45
C 6.262 0.789 7.057 0.23
N 7.291 1.259 6.902 -0.40
H 5.134 1.347 4.660 0.35
H 3.748 0.518 3.973 0.12
H 3.518 1.637 5.319 0.30
H 5.028 -1.026 5.446 0.29
H 3.406 -0.763 6.064 0.31
H 5.046 -0.676 7.912 0.29
H 4.281 0.900 7.710 0.27
```

---

A molecular structure, C29H57CeCl3N2O3PSi in a non-equilibrium geometry. Source: the OMol25 dataset; level of theory: wB97M-V/def2-TZVPD.

Results
- E_HOMO (spin up / spin down): -7.001 / -7.648 eV
- Multiplicity: 2
- Total charge: 0
- Energy above the lowest of the compared OMol25 structures with the same formula, charge and spin: 28.9 kcal per mole

The geometry in XYZ format:
```
97
Properties=species:S:1:pos:R:3:lowdin_spin:R:1
C 3.369 -2.864 -3.546 0.00
C 2.904 -1.862 -4.552 0.00
H 2.677 -3.718 -3.437 0.00
H 3.503 -2.398 -2.565 0.00
H 4.330 -3.312 -3.858 0.00
C 2.687 -2.198 -5.833 0.00
C 2.610 -3.577 -6.339 0.00
H 2.635 -1.442 -6.603 0.00
H 1.987 -4.219 -5.707 0.00
H 3.608 -4.022 -6.412 0.00
H 2.176 -3.559 -7.345 0.00
Ce 2.041 0.147 -0.831 1.01
Cl 4.178 -0.592 0.335 0.00
Cl 3.020 2.298 -2.048 0.00
C 0.600 2.955 -0.122 0.00
O 0.358 1.700 -0.114 0.00
N -0.374 3.849 -0.205 0.00
C -1.738 3.334 -0.282 0.00
C -0.119 5.282 -0.421 0.00
H 1.642 3.317 -0.083 0.00
H -1.921 2.700 0.588 0.00
H -1.870 2.746 -1.196 0.00
H -2.432 4.173 -0.276 0.00
H 0.604 5.663 0.317 0.00
H -1.057 5.841 -0.314 0.00
H 0.289 5.491 -1.429 0.00
H 0.041 -4.442 2.626 0.00
H -0.606 -3.893 -1.187 0.00
C -0.858 -4.047 2.134 0.00
C -1.267 -3.860 -0.323 0.00
N -0.520 -3.421 0.861 0.00
H -1.320 -3.325 2.821 0.00
C 0.366 -2.426 0.863 0.00
O 0.690 -1.761 -0.164 0.00
H -2.111 -3.195 -0.524 0.00
H 0.831 -2.214 1.856 0.00
H -1.560 -4.857 1.901 0.00
H -1.652 -4.861 -0.119 0.00
O 2.294 -0.416 -2.751 -0.01
C 2.762 -0.419 -4.127 0.00
C 0.987 0.034 -5.977 0.00
C 1.997 0.466 -5.105 0.00
H 0.529 -0.946 -5.817 0.00
C 0.513 0.871 -7.005 0.00
H 3.756 0.045 -4.072 0.00
C 2.465 1.766 -5.229 0.00
H -0.311 0.546 -7.650 0.00
C 1.111 2.123 -7.192 0.00
C 2.067 2.582 -6.278 0.00
H 3.121 2.158 -4.452 0.00
H 0.779 2.787 -7.988 0.00
H 2.498 3.576 -6.372 0.00
Si -1.731 -0.486 -3.841 0.00
Cl -0.685 -2.206 -4.392 0.00
C -2.797 -0.223 -5.340 0.00
C -0.762 1.191 -3.696 0.00
C -1.798 -0.939 -1.987 0.00
H -2.834 0.858 -5.532 0.00
H -3.803 -0.622 -5.231 0.00
H -2.375 -0.662 -6.249 0.00
H -2.816 -1.148 -1.617 0.00
H -1.352 -0.186 -1.311 0.00
H -1.180 -1.870 -1.898 0.00
H -0.424 1.529 -4.684 0.00
H 0.087 1.193 -2.992 0.00
H -1.582 1.839 -3.365 0.00
C -1.793 2.294 4.039 0.00
C -0.768 1.999 5.143 0.00
C -1.149 2.655 6.463 0.00
P -0.330 0.193 5.212 0.00
C 0.882 0.083 6.624 0.00
C 0.315 -0.376 7.967 0.00
C 2.041 -0.806 6.139 0.00
C -1.881 -0.775 5.670 0.00
C -2.834 -0.149 6.687 0.00
C -2.632 -1.154 4.376 0.00
H -2.782 1.868 4.253 0.00
H -1.452 1.922 3.065 0.00
H -1.915 3.381 3.949 0.00
H 0.199 2.424 4.817 0.00
H -2.136 2.338 6.814 0.00
H -0.420 2.481 7.261 0.00
H -1.196 3.739 6.300 0.00
H 1.260 1.113 6.730 0.00
H -0.201 -1.343 7.893 0.00
H 1.146 -0.494 8.677 0.00
H -0.375 0.351 8.416 0.00
H 2.431 -0.488 5.166 0.00
H 2.869 -0.747 6.850 0.00
H 1.740 -1.856 6.051 0.00
H -1.463 -1.697 6.111 0.00
H -3.380 0.706 6.265 0.00
H -3.585 -0.911 6.945 0.00
H -2.344 0.151 7.622 0.00
H -1.966 -1.600 3.624 0.00
H -3.406 -1.896 4.627 0.00
H -3.128 -0.280 3.928 0.00
```

---

A molecular structure, C29H57Li2O10 in a non-equilibrium geometry. Source: the OMol25 dataset; level of theory: wB97M-V/def2-TZVPD.

Results
- E_HOMO: -10.335 eV
- Total charge: +1
- Energy above the lowest of the compared OMol25 structures with the same formula, charge and spin: 192.6 kcal per mole

The geometry in XYZ format:
```
98
Properties=species:S:1:pos:R:3:mulliken_charge:R:1
Li 11.107 -14.365 -16.239 0.97
Li 12.387 -14.266 -11.592 0.85
O 10.349 -18.636 -13.092 -0.36
C 10.661 -17.365 -12.921 0.66
O 11.289 -16.913 -11.907 -0.66
O 10.497 -16.561 -13.807 -0.81
H 10.526 -18.846 -12.173 0.28
C 14.356 -14.142 -6.419 -0.37
C 15.651 -14.031 -7.178 -0.52
C 15.272 -13.982 -8.597 -0.51
O 13.915 -14.488 -8.704 -0.33
C 13.249 -14.111 -7.491 -0.47
H 14.228 -13.315 -5.720 0.33
H 14.272 -15.122 -5.951 0.19
H 16.320 -14.871 -6.988 0.29
H 16.178 -13.107 -6.942 0.26
H 15.966 -14.412 -9.319 0.29
H 14.996 -12.969 -8.891 0.32
H 12.421 -14.807 -7.360 0.34
H 12.755 -13.143 -7.579 0.21
C 3.933 -18.175 -16.776 -0.59
C 4.711 -18.177 -15.482 -0.33
C 5.959 -17.386 -15.836 -0.38
O 5.635 -16.750 -17.093 -0.42
C 4.238 -16.797 -17.423 -0.41
H 2.861 -18.266 -16.596 0.34
H 4.261 -19.001 -17.407 0.28
H 5.015 -19.143 -15.080 0.27
H 4.355 -17.502 -14.704 0.20
H 6.812 -18.046 -15.990 0.20
H 6.276 -16.653 -15.094 0.26
H 4.022 -16.769 -18.491 0.31
H 3.656 -16.024 -16.921 0.27
C 9.065 -11.027 -8.847 -0.54
C 8.107 -12.170 -8.987 -0.53
C 8.799 -13.181 -9.844 -0.40
O 9.907 -12.565 -10.356 -0.33
C 9.824 -11.159 -10.148 -0.51
H 9.676 -10.946 -7.948 0.34
H 8.387 -10.174 -8.805 0.27
H 7.246 -11.837 -9.566 0.29
H 7.838 -12.443 -7.967 0.30
H 8.118 -13.557 -10.607 0.23
H 9.193 -14.000 -9.242 0.28
H 9.283 -10.675 -10.962 0.30
H 10.789 -10.672 -10.006 0.32
C 4.662 -17.674 -9.562 -0.54
C 6.070 -18.062 -9.935 -0.47
C 5.949 -19.569 -10.233 -0.34
O 5.068 -20.021 -9.161 -0.42
C 4.237 -18.910 -8.752 -0.46
H 4.050 -17.626 -10.463 0.26
H 4.669 -16.711 -9.053 0.32
H 6.665 -17.966 -9.026 0.28
H 6.393 -17.524 -10.826 0.32
H 6.869 -20.153 -10.230 0.29
H 5.334 -19.678 -11.127 0.23
H 4.483 -18.827 -7.693 0.25
H 3.177 -19.157 -8.804 0.30
C 12.670 -20.999 -7.641 -0.57
C 11.909 -21.411 -6.384 -0.53
C 11.130 -20.121 -6.003 -0.41
O 12.045 -19.094 -6.430 -0.42
C 12.895 -19.471 -7.554 -0.22
H 12.085 -21.294 -8.513 0.25
H 13.603 -21.553 -7.749 0.33
H 12.657 -21.594 -5.612 0.24
H 11.324 -22.327 -6.467 0.36
H 10.830 -20.130 -4.955 0.31
H 10.196 -19.996 -6.551 0.24
H 13.897 -19.208 -7.217 0.24
H 12.385 -18.934 -8.354 0.19
C 16.242 -20.230 -14.766 -0.54
C 14.983 -19.615 -14.204 -0.45
C 15.349 -18.151 -13.778 -0.22
O 16.791 -18.084 -13.966 -0.45
C 17.388 -19.309 -14.137 -0.45
H 16.292 -20.055 -15.841 0.24
H 16.380 -21.285 -14.531 0.32
H 14.488 -20.234 -13.456 0.36
H 14.319 -19.601 -15.069 0.20
H 15.101 -18.004 -12.727 0.22
H 14.835 -17.408 -14.389 0.21
H 17.674 -19.692 -13.158 0.26
H 18.289 -19.177 -14.736 0.31
C 9.280 -23.774 -14.854 -0.48
C 8.346 -22.788 -15.618 -0.52
C 7.903 -23.494 -16.900 -0.38
O 7.843 -24.863 -16.389 -0.41
C 8.443 -25.029 -15.138 -0.40
H 9.399 -23.498 -13.807 0.30
H 10.267 -23.919 -15.293 0.26
H 8.837 -21.867 -15.932 0.32
H 7.418 -22.436 -15.166 0.24
H 8.716 -23.463 -17.624 0.26
H 6.923 -23.217 -17.290 0.25
H 9.003 -25.962 -15.190 0.29
H 7.651 -25.019 -14.388 0.26
```

---

no.,calculated total energy (hartree)
1,-1596.78203
2,-3961.15418
3,-1906.18712